ORCA calculation (ωB97M-V/def2-TZVPD) on 2 unconnected molecules or ions with the total composition C5H10FO5S in a non-equilibrium geometry.

Positions of all 22 atoms, in Å:
H -0.979020 -3.479634 -0.496001
C 0.873080 1.659481 -0.679907
O 3.197775 -1.965127 0.081217
H 0.772129 2.954449 0.942407
S 2.753288 -0.543512 0.099324
O 2.662906 -0.000775 1.427151
O 0.529003 -1.597753 0.642774
C 1.510652 2.724814 0.179117
C -0.897239 -1.713593 0.936141
H 1.537389 1.150949 -1.377926
O 0.243047 0.470677 -0.082483
H 2.394869 2.266900 0.632672
H -1.519043 -0.879211 0.952435
H 1.620306 3.527094 -0.392220
C -1.502497 -2.561212 -0.149095
H 0.033771 2.128360 -1.431391
H -1.043352 -2.364563 1.763930
C 0.966677 -0.616981 -0.097738
F 0.814572 -1.181579 -1.908538
H -1.508420 -2.080797 -1.156923
O 3.291173 0.305526 -0.949640
H -2.399729 -2.996050 -0.002951

Forces on atoms 1 to 3 (eV/Å):
H 0.80 0.51 1.02
C -2.16 -0.19 -3.97
O -0.57 2.54 -0.23

- HOMO energy: -5.5 eV
- Net charge: -1
- Orbital gap: 8.930 eV

ORCA calculation (ωB97M-V/def2-TZVPD) on C7H10F2 in the gas phase in a non-equilibrium geometry.

Positions of all 19 atoms, in Å:
C 0.223760 0.120934 0.300001
H 2.949387 -1.884559 -0.091379
H -2.700352 1.756632 0.304038
H -1.649419 -0.888506 -0.593820
H 1.725199 0.546796 -1.779207
C 1.912476 -1.621514 -0.061491
H 1.538738 -2.428894 0.660969
C 1.644713 -0.253511 0.356728
C 1.986307 0.648855 -0.727012
H 1.372427 -1.925695 -0.996674
H -1.638566 2.612601 1.379579
C -1.864555 1.665383 0.892045
C -0.840356 1.193408 -0.032719
H -0.369495 2.064474 -0.595133
F 2.492996 0.062171 1.471433
H -2.229713 0.837225 1.489768
H -0.460196 -0.085740 -1.742776
C -0.836840 -0.162006 -0.743097
F 2.152148 1.847353 -0.373664

Forces on atoms 1 to 3 (eV/Å):
C -0.41 1.13 -1.15
H 0.76 0.43 -0.49
H -2.30 1.13 -1.61

- HOMO energy (alpha / beta): -7.9 / -7.9 eV
- Orbital gap (alpha / beta): 8.244 / 8.343 eV

ORCA calculation (ωB97M-V/def2-TZVPD) on a molecular structure, C35H41GeN4S2Sb2Sn in a non-equilibrium geometry.

Positions of all 86 atoms, in Å:
H 2.923961 0.766597 2.632463
C -5.431204 -2.137617 0.031194
C -6.794236 -1.426722 2.002667
H 2.104454 -2.830429 2.023479
N 0.823935 2.655458 1.426968
H -4.462033 -4.645342 -1.511794
C -5.679285 0.298842 0.711903
H -5.876960 -3.106550 0.292710
Sn 0.570036 0.922222 0.051072
S 1.864145 4.017867 3.365638
H 6.936133 1.156160 -2.048637
H -5.583606 -1.868911 -1.036481
C -4.795107 0.767913 -0.381692
H 5.892978 -2.052906 0.159422
C 4.207027 -1.062473 -5.019733
H 5.559515 -4.906554 3.427176
C 2.560045 -1.817782 -2.869137
H -2.843880 3.547969 2.087986
C -7.457916 -0.472705 2.699453
H -4.511874 -0.013351 -1.116807
C 3.635507 0.770754 1.789324
H 4.770142 -0.588174 -5.857111
H 4.585351 0.442394 2.223392
Sb -3.319571 -2.829412 0.326375
H 3.051284 -4.551871 3.353657
H -0.848771 1.536674 3.185873
H 7.024217 -3.496682 2.009208
S 1.712966 4.750425 -2.954313
C -5.972044 -1.080067 0.921651
Sb -2.831110 1.666786 0.263370
H 1.939684 -2.153662 -2.029864
C 1.505016 3.881252 -0.561907
C 5.141736 -4.141244 2.816053
H 3.216333 -2.554058 -6.119790
C 4.017792 -0.455489 -1.314025
H 6.442216 0.260940 -4.323705
Ge 3.021967 -0.599075 0.416718
C 5.693773 0.130208 -3.502503
C 5.926135 -3.358658 1.937797
H 2.076126 5.974139 -0.860142
H -6.371636 2.320799 1.128335
H -4.507480 3.535798 1.423522
N 0.560813 2.402617 -3.642671
H -3.970307 2.317217 2.630077
H 0.836494 1.424781 -3.605506
H -2.975012 -3.934303 -2.168351
C 6.028226 0.582608 -2.257418
H -0.380321 2.549084 4.460565
C -3.422714 -4.373649 -1.305324
N 1.072155 2.784699 -1.355536
H -3.103149 -3.667635 2.916373
C 5.358695 -2.447696 1.053823
H -4.828287 -3.929319 2.398646
C 5.148625 0.301478 -1.155699
H 2.749261 5.420522 1.610793
N -0.111999 2.168381 3.570857
H -2.873677 -5.224535 -0.904200
H 1.405956 -2.828454 -4.338495
C -2.687102 3.280664 -1.173898
H 0.649789 2.854429 -4.589235
C 3.231074 -1.999925 -5.192159
C -7.236532 0.877678 2.525786
H 5.464589 0.521579 -0.131397
H -8.144228 -0.855244 3.476660
C 2.159065 4.534314 1.796125
C 3.975875 -2.141480 1.212834
C 0.748805 2.813189 2.770989
H -5.149245 1.637518 -0.932842
C -3.682411 2.935138 1.798237
H -3.679672 3.808992 -1.179712
C 1.807234 5.001417 -1.249661
C 1.019930 3.115999 -2.642295
H -1.899358 3.927511 -0.888244
H -3.456234 -5.070152 1.894881
H -6.941688 -2.469594 2.332673
H 3.759793 1.748335 1.346356
C 3.183751 -2.937908 1.999053
C -6.410957 1.271343 1.452021
H -2.469827 2.823747 -2.188519
H -7.681190 1.622310 3.192449
C 1.603985 3.667877 0.858795
C 2.324571 -2.247297 -4.137228
C 4.462478 -0.591651 -3.730721
C 3.776222 -3.941853 2.769031
C -3.769488 -4.023582 2.118056
C 3.630269 -0.962640 -2.615756

Forces on atoms 1 to 3 (eV/Å):
H 0.20 0.26 -0.30
C -1.74 1.15 0.40
C -0.16 -1.07 0.39

- HOMO energy (alpha / beta): -16.9 / -16.9 eV
- Net charge: +4
- <S²>: 0.7748
- Orbital gap (alpha / beta): 3.554 / 3.542 eV
- Spin multiplicity: 2

ORCA calculation (ωB97M-V/def2-TZVPD) on C4H4O2 in the gas phase.

Positions of all 10 atoms, in Å:
O 0.360058 2.617419 0.329180
C -0.249162 0.857955 -1.039445
C 0.017952 -1.796502 0.741884
H -0.829408 -1.384180 1.295684
H 0.938606 -1.278033 1.026346
H 0.110680 -2.869132 0.902362
H 0.375072 2.853062 -1.676630
C -0.250048 -0.348393 -0.947914
O -0.213646 -1.610380 -0.677035
C 0.176532 2.215079 -0.800024

Forces on atoms 1 to 3 (eV/Å):
O -0.09 0.06 -0.44
C 0.13 -0.53 0.17
C 0.04 -0.14 0.31

- SMILES: COC#CC=O
- HOMO energy: -9.9 eV
- Orbital gap: 10.561 eV

ORCA calculation (ωB97M-V/def2-TZVPD) on a molecular structure, C4H6AgO7 in a non-equilibrium geometry.

Positions of all 18 atoms, in Å:
C -0.248973 0.729094 1.106756
H 2.949984 -2.398567 -1.876774
O -1.066955 1.207697 0.021302
H -0.841707 0.737572 2.029467
H -0.690822 -1.300836 0.599349
O 1.081353 -0.656713 -0.290061
C 0.195183 -0.674077 0.794938
O 0.218952 -2.427404 -1.591018
O -1.584253 3.043292 1.225018
O 1.781848 -2.819003 0.068837
C -1.678140 2.352621 0.163460
H 0.694806 -1.083586 1.688072
O 2.427994 -1.601407 -1.746859
C 1.427993 -1.958413 -0.796487
Ag -2.859853 4.398676 0.368939
H 0.612905 1.399481 1.218142
O -2.413638 2.768715 -0.783696
H -0.006676 -1.717136 -2.199381

Forces on atoms 1 to 3 (eV/Å):
C 0.01 0.44 0.07
H 0.27 -0.20 -0.40
O 0.56 -1.08 -0.19

- HOMO energy (alpha / beta): -8.9 / -8.9 eV
- <S²>: 0.7555
- Orbital gap (alpha / beta): 8.041 / 5.144 eV
- Spin multiplicity: 2

ORCA calculation (ωB97M-V/def2-TZVPD) on a molecular structure, C31H29ClN6OSSbSe4Tc.

Positions of all 75 atoms, in Å:
C -2.512085 -1.155323 6.334639
H -6.005623 -3.971114 -3.631879
N 0.181558 2.105513 0.879120
H -0.642569 6.745954 0.363617
H 1.883900 3.824860 -2.708113
C -0.376378 -0.125162 -3.905717
C -0.406731 4.757933 -0.387515
C -4.460222 -2.494007 -3.776136
Se 2.044549 -0.609776 -0.697206
H -7.277008 -2.737192 -1.911056
H -3.091592 -0.827489 -3.726334
H -1.181253 4.355375 0.247736
Tc -0.232228 -0.364771 -0.827650
C -3.119522 0.850274 -1.100877
Se -0.873100 -2.781197 -1.324708
H -4.748277 4.675878 -1.838824
N 0.187209 1.583107 3.092543
C -0.225555 1.859534 -2.708485
H -6.051208 1.302811 -3.558869
S -0.444268 -0.509273 1.583876
C 0.014433 1.228443 1.813342
H -2.853851 0.949044 6.522483
C -4.722266 -0.588059 -2.362615
H -2.489811 2.626827 0.066749
Cl -2.622410 -1.436719 8.033800
C -2.331816 -0.711642 3.603412
H 2.442937 6.207450 -2.550035
H -0.636257 0.002941 -6.020735
N -4.221801 0.661786 -1.879814
C -4.354285 2.716286 -1.095290
H -2.024475 -2.834417 3.451814
H 0.183807 0.889360 3.821943
C -0.097185 6.105206 -0.314847
C -0.596362 1.939181 -5.070293
Se 2.804561 -2.726043 -0.043600
C 1.311611 4.462966 -2.047530
O -2.326511 -0.130132 -0.882918
C -5.895838 -1.106808 -1.837133
C -3.186685 2.160912 -0.602572
N -0.022863 1.631114 -0.405382
C 0.923642 6.630300 -1.095337
N -4.985124 1.802369 -1.844191
C -0.543505 0.554480 -5.097348
C 0.002127 2.484420 -1.380231
Sb 1.078302 -4.395050 -0.812260
H -0.752638 2.500952 -5.980354
C -2.570162 0.345919 4.475458
H -5.961834 4.075783 -0.705363
C -4.896992 4.091478 -0.929457
C -5.641542 -3.019760 -3.271317
C -3.997895 -1.266460 -3.327854
H -6.433091 -0.574425 -1.063574
H -2.697588 -1.202833 1.507376
C -6.130216 1.995546 -2.725662
H -0.461564 3.676998 -3.809591
N -0.241247 0.503671 -2.733514
C -0.435010 2.599901 -3.863438
H 1.171059 7.680303 -1.025742
H -6.103531 3.013335 -3.105276
C -2.285559 -2.226221 5.479116
H -7.062440 1.819406 -2.193218
H 0.517770 2.511677 3.305129
C 0.286828 3.927838 -1.265793
C -6.359848 -2.325667 -2.307259
C -2.197770 -1.997990 4.118127
C -2.211169 -0.455385 2.132824
C -2.660810 0.131992 5.842902
H -4.380658 4.597073 -0.117892
H -2.601769 0.522765 1.857163
H -2.185635 -3.222520 5.884402
H -2.698622 1.348769 4.086943
C 1.634776 5.806736 -1.955299
H -3.905689 -3.034288 -4.529688
Se -0.894965 -3.981813 0.727012
H -0.349200 -1.206749 -3.868237

Forces on atoms 1 to 3 (eV/Å):
C -0.01 -0.03 0.08
H -0.01 -0.03 -0.01
N -0.12 -0.26 -0.29

- HOMO energy (alpha / beta): -13.1 / -13.1 eV
- Net charge: +2
- Orbital gap (alpha / beta): 6.492 / 6.495 eV

Summary of energy relative to the best compared isomer or geometry (same formula, charge and spin) in kJ/mol
0.00 477.19 58.88 259.11 0.00 0.00
(order as listed above)
Summary of DFT total energy in eV
-29136.3032 -12850.8323 -139970.6600 -8304.3918 -22572.9573 -337074.9839
(order as listed above)